{"formula": "C38H68F30N9O22S10", "method": "wB97M-V/def2-TZVPD", "species": ["H", "H", "H", "C", "F", "C", "H", "H", "H", "H", "S", "O", "H", "C", "C", "C", "H", "C", "H", "H", "O", "H", "F", "C", "F", "H", "F", "F", "C", "C", "C", "C", "F", "C", "H", "H", "F", "F", "F", "F", "H", "F", "S", "F", "H", "H", "O", "F", "H", "H", "C", "H", "H", "H", "C", "H", "C", "C", "C", "O", "S", "H", "H", "F", "H", "C", "F", "C", "F", "F", "F", "H", "H", "H", "N", "F", "H", "F", "H", "H", "H", "O", "N", "H", "C", "S", "S", "H", "H", "N", "H", "C", "H", "O", "H", "N", "C", "H", "F", "F", "N", "H", "C", "S", "S", "N", "C", "F", "H", "C", "N", "S", "F", "O", "S", "O", "H", "C", "H", "H", "H", "H", "H", "C", "C", "C", "H", "H", "C", "F", "O", "O", "H", "O", "O", "H", "F", "S", "C", "H", "C", "H", "N", "O", "O", "H", "F", "N", "C", "H", "C", "H", "O", "H", "O", "O", "F", "H", "O", "C", "C", "H", "F", "C", "C", "F", "H", "O", "H", "H", "H", "O", "H", "O", "H", "O", "H"], "coordinates": [[11.8543, -2.5320, -8.5483], [11.8971, -7.3907, -13.2862], [10.6263, -10.2930, -16.0136], [6.9023, -2.4248, -5.9054], [13.7578, -9.8796, -6.2749], [10.5483, -7.8414, -14.8559], [15.0475, -7.8489, -16.3727], [13.7299, -10.2078, -15.1108], [11.4107, -10.2621, -13.8685], [12.9720, -0.7319, -11.7738], [14.8834, -7.8032, -10.7676], [13.4960, -1.7786, -14.6104], [9.1641, 0.9004, -14.1376], [12.3570, 1.4967, -12.9302], [12.9193, -8.9333, -5.8405], [10.6138, -0.3748, -13.1700], [10.7424, 2.3977, -11.0323], [9.4262, -5.3565, -7.9972], [9.7372, -0.3990, -15.1625], [13.1019, 0.7718, -13.2605], [13.8624, -7.2030, -11.6046], [8.2102, -6.6665, -10.0916], [5.3299, 0.4419, -10.2453], [4.4779, -6.9410, -7.3583], [5.6006, -2.5617, -5.9490], [10.8685, -10.1583, -17.5766], [6.9378, -9.5527, -5.1040], [18.2210, -8.1966, -14.2259], [12.0975, -9.4357, -13.6737], [2.8882, -6.5683, -9.3783], [11.7851, 2.1183, -14.2154], [8.8211, -3.2458, -15.4108], [14.1894, -3.8524, -12.4932], [11.6688, -12.9101, -2.7899], [13.8068, -6.7516, -17.0222], [9.5555, -7.6534, -9.2554], [8.3709, -4.4597, -15.1334], [12.4019, -8.3794, -6.9326], [15.1002, -4.7752, -14.2826], [4.1099, -1.2844, -10.8588], [13.6682, -8.5213, -14.8044], [19.0250, -7.7976, -12.2762], [13.0378, -3.1491, -14.9595], [7.0146, -8.6039, -12.5068], [12.8787, -1.1301, -8.7328], [5.9730, -4.3731, -8.6520], [15.5658, -7.2456, -13.7375], [12.8106, -13.2819, -2.2239], [5.4666, -5.2569, -6.6362], [15.5791, -6.3172, -18.1652], [13.9417, -4.3764, -13.7003], [1.0410, -7.4817, -7.6497], [10.0544, -6.8761, -14.7416], [9.8122, -0.8983, -12.6493], [6.4798, -10.3012, -6.0583], [14.6024, -7.1886, -19.3272], [11.4835, -7.8059, -16.0600], [15.2040, -7.3067, -18.4257], [10.0609, 0.3745, -14.4668], [7.6827, -1.1103, -10.3702], [6.5713, -1.9901, -10.1172], [8.3428, -5.2440, -7.9901], [9.6767, 1.8753, -12.3375], [5.0937, -9.6524, -12.2935], [9.2412, -3.5755, -12.2596], [12.3800, -1.9261, -9.2864], [12.7755, -8.7706, -9.6068], [5.0371, -0.8590, -9.9986], [8.1959, -2.8060, -16.4910], [14.5824, -9.7081, -8.8951], [10.6982, -13.6645, -2.2793], [8.4123, -4.3328, -10.1957], [10.9428, -7.5623, -16.9742], [10.5319, -8.2612, -12.7199], [16.1221, -8.4309, -11.4529], [6.6323, -11.5868, -5.7067], [16.0157, -8.0053, -18.6279], [13.8147, -10.3357, -10.7748], [4.7772, -7.8788, -7.8275], [12.8385, -8.8980, -18.3087], [11.3404, -1.1216, -13.4867], [7.9047, -8.5911, -7.6224], [6.5570, -2.7669, -8.5645], [3.3994, -5.6740, -9.7327], [11.1887, 1.1679, -15.1918], [7.3220, -9.9458, -7.7853], [16.4519, -7.1104, -12.5763], [9.6457, -6.1670, -7.3015], [9.7916, -3.4168, -9.8600], [11.3390, -3.3710, -14.5730], [9.3142, -5.3493, -12.2668], [11.2343, -8.2158, -13.5520], [10.4816, -0.9526, -9.9607], [11.7018, -10.6919, -1.2287], [12.5396, -9.7012, -12.7143], [9.9270, -5.5585, -9.4260], [9.7351, -4.4453, -11.8245], [12.5263, 2.7751, -14.6722], [18.7087, -6.1108, -13.7095], [13.5502, -8.0138, -5.0883], [11.3258, 0.5675, -12.1781], [13.1667, -2.5897, -9.6463], [13.0269, -9.3945, -14.9325], [6.9987, -10.3023, -10.3340], [7.4693, -1.8707, -7.6854], [6.1607, -10.0820, -8.8162], [5.5375, -5.8643, -7.5409], [4.5027, -0.9515, -8.7613], [2.7781, -4.5269, -7.9238], [11.4867, -10.2450, -16.6829], [3.0187, -6.6033, -7.8279], [10.6776, -3.2600, -15.9698], [7.4438, -3.6207, -5.6361], [6.3465, -2.9231, -11.2126], [11.3524, -10.9846, -2.5984], [16.4517, -5.7720, -11.9633], [11.8652, -5.7463, -10.4487], [11.4639, -5.7729, -9.4366], [12.8491, 2.2540, -12.3211], [9.9579, -4.5228, -7.5393], [9.6973, -8.4994, -15.0403], [12.1167, -6.9527, -15.8166], [12.6332, 0.4105, -10.5870], [10.3009, 1.5274, -11.5153], [14.3429, -7.6860, -17.1882], [11.4075, -1.3515, -10.3758], [4.4519, -7.1517, -6.2890], [2.4352, -8.7045, -7.4526], [2.4962, -5.3169, -7.2282], [5.2114, -10.0359, -6.2513], [10.8222, -4.4863, -16.7976], [8.9109, -2.2420, -7.7821], [11.1226, -2.1931, -11.0080], [9.9009, -10.8490, -2.8409], [10.9267, -2.0003, -16.6517], [11.8681, 0.3524, -15.4441], [13.2237, -5.4418, -13.6756], [11.4788, -9.7676, -4.8579], [18.2686, -7.3121, -13.2468], [1.4101, -5.3471, -7.1524], [6.0951, -9.0010, -11.5837], [3.3397, -7.4654, -9.7994], [12.4013, -10.4210, -3.5716], [15.2470, -7.1047, -9.5498], [5.5267, -5.2220, -8.7675], [11.6478, -6.7122, -8.9164], [7.2592, -1.5148, -4.9907], [12.3354, -9.0822, -16.2502], [9.4957, -4.3596, -10.3197], [11.8464, -4.9464, -8.8382], [9.2722, -6.8617, -9.9486], [9.6783, 0.8722, -10.9065], [10.5715, -8.7277, -4.4847], [11.9589, -11.2213, -16.5826], [8.3964, -9.9363, -10.4029], [8.4348, -10.8781, -7.9699], [5.6947, -7.9351, -10.9040], [2.0556, -7.4914, -6.2135], [11.0988, -4.5100, -12.2580], [13.9532, -9.2942, -9.9568], [13.4204, -8.9044, -17.3867], [6.5248, -6.2979, -7.3704], [8.5983, -2.3924, -14.3839], [2.0421, -7.7031, -7.2827], [12.1340, -0.3493, -11.1905], [11.6360, -13.2194, -4.1147], [14.0691, -9.7675, -17.5390], [13.4567, -3.6493, -16.2723], [10.8710, 1.6547, -16.1132], [11.0327, -4.1088, -13.1345], [9.7030, -7.2583, -10.8682], [7.2730, -0.4295, -7.6970], [10.9851, 2.8324, -14.0108], [10.9393, -10.7531, -5.7315], [3.0146, -5.2090, -6.2763], [6.7279, -11.6214, -10.8899], [1.8227, -6.4146, -9.5472]], "mulliken_charge": [0.20, -0.83, 0.40, 0.44, -0.23, -0.85, 0.21, 0.54, 0.55, 0.29, 1.19, -0.76, 0.57, -0.48, 0.55, -0.44, 0.30, -0.48, 0.29, 0.34, -0.39, 0.09, -0.21, -1.10, -0.21, 0.33, -0.18, -0.20, -0.68, -0.64, -0.88, 0.56, -0.26, 0.66, 0.01, 0.58, -0.23, -0.25, -0.17, -0.20, 0.18, -0.20, 1.16, -0.20, 0.52, 0.26, -0.59, -0.24, 0.06, 0.43, 0.45, 0.37, -0.07, 0.27, 0.49, 0.39, 0.06, -1.71, -0.89, -0.19, 0.51, -0.34, 0.47, -0.27, -0.12, -1.57, 0.01, 0.58, -0.25, -0.23, -0.25, -0.46, 0.34, -0.06, -0.70, -0.21, 0.39, -0.28, 0.21, 0.45, 0.17, -0.44, -0.60, 0.20, -0.66, 0.85, 0.91, 0.45, -0.39, -0.91, 0.82, 1.42, 0.17, -0.69, 0.05, 1.27, -0.75, 0.49, -0.20, -0.23, 0.42, 0.30, -0.80, 0.93, 0.78, -0.40, 0.58, -0.20, 0.27, -1.05, 0.22, 0.87, -0.16, -0.60, 0.83, -0.60, -0.07, -0.38, 0.49, 0.35, 0.55, -0.34, 0.59, -0.98, 0.44, 1.65, 0.40, 0.28, -0.77, -0.24, -0.67, -0.57, -0.71, -0.57, -0.66, 0.09, -0.12, 1.28, 0.51, 0.35, 0.57, 0.26, -0.49, -0.67, -0.08, 0.11, -0.21, 0.61, 0.66, 0.24, -0.59, 0.32, -0.63, 0.36, -0.46, -0.56, -0.12, 0.47, 1.32, 0.40, -0.75, 0.17, -0.12, -0.90, -1.13, -0.24, 0.41, -0.56, 0.52, -0.43, -0.21, -0.61, 0.32, -0.55, 0.34, -0.68, 0.47], "lumo_ev": 0.9, "orbital_gap_ev": 7.08, "total_charge": -1, "total_energy_ha": -10614.3190}